(1)
57
Properties=species:S:1:pos:R:3:mulliken_spin:R:1 method="wB97M-V/def2-TZVPD" homo_lumo_gap_ev="6.99 / 3.30" s2=6.010 e_homo_ev="-12.8 / -14.1" multiplicity=5 charge=+2 relative_energy_kj_mol=0.00
Ir -0.483 -0.030 0.028 2.441
O -0.289 -1.250 -4.249 0.005
C -0.384 -0.733 -3.040 0.023
O 0.133 -1.204 -2.050 0.068
C -1.168 0.540 -2.998 -0.013
C -1.622 1.180 -4.140 0.003
C -2.266 2.397 -3.999 -0.002
C -2.422 2.929 -2.729 0.003
C -1.950 2.218 -1.636 -0.011
N -1.342 1.038 -1.774 0.036
C -1.983 2.719 -0.217 0.019
O -2.705 3.781 0.087 0.000
O -1.324 2.171 0.637 0.056
H 0.251 -2.060 -4.221 -0.002
H -1.456 0.735 -5.110 0.001
H -2.627 2.934 -4.866 0.000
H -2.888 3.899 -2.614 0.001
H -3.237 4.119 -0.648 0.002
I -4.314 -5.769 5.700 1.069
C -3.420 -4.462 4.369 0.016
C -3.733 -3.111 4.459 -0.001
C -3.126 -2.248 3.565 0.003
C -2.239 -2.739 2.613 0.001
C -1.944 -4.095 2.546 0.004
C -2.535 -4.979 3.431 0.000
C -1.586 -1.792 1.651 -0.029
O -0.844 -2.240 0.746 0.045
O -1.790 -0.552 1.786 0.048
H -4.426 -2.740 5.203 -0.025
H -3.331 -1.187 3.597 -0.002
H -1.252 -4.448 1.794 -0.001
H -2.311 -6.037 3.388 -0.025
C 2.438 0.489 2.908 0.005
C 1.804 1.783 2.451 0.005
O 1.956 2.005 1.030 0.023
P 1.597 0.962 -0.093 0.181
O 2.852 0.018 -0.264 0.010
C 2.909 -1.376 0.119 0.028
C 3.438 -2.175 -1.045 0.007
O 1.646 1.870 -1.391 0.010
C 2.806 2.686 -1.733 0.007
C 2.433 3.535 -2.919 0.000
H 2.391 0.434 3.996 0.001
H 3.485 0.440 2.611 -0.001
H 1.910 -0.381 2.508 -0.002
H 2.283 2.642 2.913 -0.002
H 0.736 1.813 2.679 0.002
H 1.908 -1.710 0.409 -0.009
H 3.567 -1.444 0.985 0.002
H 2.741 -2.143 -1.883 0.000
H 3.570 -3.214 -0.742 0.000
H 4.402 -1.788 -1.368 0.000
H 3.633 2.013 -1.958 0.000
H 3.066 3.293 -0.866 0.000
H 2.169 2.914 -3.775 0.000
H 3.280 4.160 -3.202 0.000
H 1.594 4.188 -2.679 0.000

(2)
28
Properties=species:S:1:pos:R:3:mulliken_spin:R:1 method="wB97M-V/def2-TZVPD" homo_lumo_gap_ev="7.73 / 3.89" s2=0.753 e_homo_ev="-13.3 / -13.3" multiplicity=2 charge=+1 relative_energy_kj_mol=0.00
Ag -2.617 2.184 -0.793 0.023
Cl -1.178 0.352 0.423 0.923
C -2.957 -0.563 3.158 0.025
N -2.853 -1.662 4.149 0.001
O -3.529 -1.537 5.145 0.019
O -2.126 -2.589 3.903 -0.001
H -2.893 -1.033 2.174 -0.005
H -2.083 0.061 3.350 -0.004
H -3.879 -0.002 3.243 0.002
C 0.266 -2.766 1.213 0.000
N 0.785 -4.068 0.690 0.000
O 1.898 -4.048 0.212 0.001
O 0.059 -5.028 0.791 0.000
H -0.808 -2.746 1.034 0.001
H 0.735 -1.983 0.630 -0.001
H 0.407 -2.729 2.289 0.000
O -0.801 2.868 -2.136 0.010
C 0.360 2.732 -2.462 -0.003
O 0.736 2.710 -3.736 0.002
C 2.155 2.437 -3.847 0.001
C 2.580 1.846 -2.499 -0.003
C 1.549 2.438 -1.569 0.012
H 2.672 3.356 -4.115 -0.001
H 2.274 1.697 -4.635 0.000
H 3.599 2.061 -2.191 0.000
H 2.491 0.757 -2.510 0.000
H 1.892 3.415 -1.207 -0.001
H 1.265 1.840 -0.704 -0.003

(3)
15
Properties=species:S:1:pos:R:3:mulliken_spin:R:1 method="wB97M-V/def2-TZVPD" homo_lumo_gap_ev="7.48 / 5.13" s2=16.730 e_homo_ev="-20.4 / -19.6" multiplicity=8 charge=+3 relative_energy_kj_mol=143.66
O 3.640 1.067 1.113 -0.033
C 3.774 -0.145 1.263 -0.870
O 2.914 -1.008 0.952 -0.071
Li 2.555 -2.802 1.314 -0.009
Tb 1.532 0.880 0.353 6.882
C -0.437 0.481 -1.292 0.828
C -1.607 1.063 -1.086 0.089
H -0.181 -0.030 -2.226 0.105
H -1.761 2.107 -0.809 0.044
O -4.282 -1.217 -0.962 0.007
C -3.190 -0.697 -1.384 0.005
O -2.687 -1.137 -2.469 -0.002
O -2.870 0.399 -0.825 0.018
H -4.842 -1.556 -1.680 0.003
H -1.697 -0.910 -2.664 0.005

(4)
16
Properties=species:S:1:pos:R:3:mulliken_spin:R:1 method="wB97M-V/def2-TZVPD" homo_lumo_gap_ev="11.02 / 6.37" s2=0.754 e_homo_ev="-14.6 / -14.6" multiplicity=2 charge=+1 relative_energy_kj_mol=88.57
C -1.406 2.136 0.018 0.033
N -1.130 0.782 0.106 0.795
C -2.137 0.039 0.906 0.024
H -2.100 2.337 -0.873 0.053
H -1.798 2.609 1.009 0.062
H -0.480 2.809 -0.389 0.002
H -0.071 0.633 0.341 -0.019
H -1.902 0.109 1.987 0.038
H -2.052 -0.954 0.646 0.012
H -3.062 0.499 0.548 0.001
H 3.556 -1.313 -1.574 0.000
H 4.159 -2.307 -2.463 0.000
O 3.326 -2.134 -1.990 0.000
H 1.783 -1.208 1.160 0.000
H 1.974 -2.147 -0.068 0.000
O 1.341 -1.888 0.636 0.000

(5)
45
Properties=species:S:1:pos:R:3:lowdin_charge:R:1 method="wB97M-V/def2-TZVPD" homo_lumo_gap_ev=6.17 e_homo_ev=-12.0 charge=+1
C 5.171 0.715 -0.237 -0.167
C 3.614 0.288 -0.647 -0.560
S 3.471 -1.420 -1.403 0.790
C 1.775 -2.201 -0.996 -0.398
C 0.753 -0.964 -0.579 -0.029
C 0.243 -0.031 -1.871 -0.069
N 0.693 -0.341 -3.282 0.110
C -0.137 -1.318 -3.843 0.016
O -0.565 -2.522 -4.314 0.050
C -0.784 1.250 -1.626 0.094
C -1.311 2.123 -2.910 -0.256
O -0.439 2.906 -3.552 0.050
O -2.733 2.061 -3.349 0.037
C -1.214 1.510 -0.044 0.033
C -2.261 2.773 0.282 -0.158
C -3.590 2.267 1.153 -0.270
C -4.926 3.105 0.706 -0.520
Cl -4.582 4.907 1.126 0.464
C -0.634 0.507 1.153 0.075
F -1.107 0.865 2.538 -0.010
N 0.303 -0.684 0.870 -0.004
C 0.740 -1.571 2.042 -0.554
Cl 2.613 -1.576 2.280 0.625
C 0.123 -3.122 1.926 -0.636
C 1.211 -4.282 2.330 -0.170
Cl -1.365 -3.239 3.075 0.541
H 5.217 1.889 -0.023 0.099
H 5.523 0.210 0.779 0.086
H 5.930 0.446 -1.101 0.088
H 2.973 0.466 0.316 0.050
H 3.281 1.055 -1.496 0.090
H 1.428 -2.731 -2.007 0.109
H 1.992 -2.956 -0.130 0.046
H -3.238 1.590 -2.621 0.120
H -2.713 3.182 -0.742 0.117
H -1.674 3.649 0.817 0.141
H -3.382 2.504 2.295 0.121
H -3.771 1.095 1.008 0.130
H -5.873 2.738 1.318 0.107
H -5.120 3.080 -0.447 0.085
H 0.323 -1.177 3.090 0.127
H -0.275 -3.206 0.815 0.116
H 1.967 -4.482 1.449 0.086
H 0.596 -5.290 2.502 0.105
H 1.752 -4.067 3.352 0.093

(6)
61
Properties=species:S:1:pos:R:3:mulliken_spin:R:1 method="wB97M-V/def2-TZVPD" homo_lumo_gap_ev="6.79 / 7.76" s2=2.017 e_homo_ev="-10.1 / -11.9" multiplicity=3 charge=+1 relative_energy_kj_mol=212.50
O 1.894 -1.376 -1.045 -0.002
C 1.573 -2.748 -0.685 0.005
C 2.774 -3.323 -1.403 0.000
H 0.602 -3.031 -1.120 0.000
H 1.581 -2.875 0.400 0.001
C 2.989 -1.871 -1.891 0.001
H 2.533 -4.023 -2.202 0.000
H 3.583 -3.663 -0.759 0.000
C 2.812 -1.823 -3.399 0.000
H 1.918 -2.375 -3.708 0.000
H 3.686 -2.321 -3.845 0.000
H 2.774 -0.812 -3.803 0.000
C 4.297 -1.218 -1.505 0.000
H 4.441 -1.297 -0.424 0.000
H 4.296 -0.166 -1.814 0.000
H 5.109 -1.739 -2.021 0.000
W -0.581 1.060 1.255 1.520
C -0.008 1.880 3.480 -0.031
C -0.674 0.625 3.577 -0.007
C 0.132 -0.357 2.877 -0.067
H -1.553 0.418 4.173 -0.002
C 1.286 0.322 2.355 0.165
C 1.159 1.716 2.658 -0.035
H 1.873 2.492 2.389 0.017
H -0.311 2.789 3.994 -0.002
H -0.051 -1.422 2.827 -0.001
H 2.136 -0.149 1.866 0.028
C -2.207 2.642 1.676 -0.020
C -1.003 3.427 1.451 0.016
C -0.769 3.496 0.048 0.078
H -0.476 4.018 2.201 0.003
C -1.835 2.831 -0.611 0.152
C -2.687 2.236 0.365 -0.011
H -3.624 1.732 0.151 0.002
H -2.766 2.545 2.605 -0.006
H 0.030 4.058 -0.446 -0.003
H -2.039 2.872 -1.685 0.007
O 0.729 0.171 -3.549 0.002
C 1.238 1.346 -2.892 0.013
C 1.036 1.174 -1.374 0.043
H 0.672 2.234 -3.230 -0.002
H 2.299 1.511 -3.148 0.000
C -0.138 0.167 -1.260 0.041
H 0.905 2.146 -0.888 -0.017
H 1.920 0.712 -0.934 0.001
C -0.285 -0.391 -2.694 0.009
H -1.115 0.598 -0.980 0.033
H 0.096 -0.666 -0.596 -0.026
H -1.268 -0.092 -3.115 0.002
H -0.239 -1.496 -2.733 -0.002
C -4.267 -0.922 0.731 0.002
C -3.215 -0.579 1.771 0.019
C -3.063 -1.665 2.820 0.000
O -1.968 -0.344 1.127 0.066
H -3.987 -1.833 0.187 0.001
H -4.380 -0.105 0.013 0.000
H -5.238 -1.084 1.212 0.000
H -3.539 0.340 2.298 0.003
H -2.571 -2.546 2.390 0.000
H -2.466 -1.304 3.661 0.001
H -4.052 -1.941 3.203 0.000

(7)
23
Properties=species:S:1:pos:R:3:lowdin_charge:R:1 method="wB97M-V/def2-TZVPD" homo_lumo_gap_ev=8.07 e_homo_ev=-7.2 charge=0 relative_energy_kj_mol=223.98
C 1.491 0.123 1.367 -0.069
C 1.338 0.552 -0.087 -0.440
C 1.455 -0.644 -1.030 -0.271
C -2.296 -0.764 1.206 -0.492
H 1.386 0.982 2.032 0.074
H 0.720 -0.600 1.642 0.050
H 2.470 -0.335 1.552 0.077
H 2.157 1.247 -0.334 0.126
H -0.013 2.071 0.146 0.102
H -0.096 1.272 -1.281 0.068
H 0.614 -1.313 -0.832 0.096
H 2.380 -1.199 -0.808 0.111
H 1.210 -0.994 -3.036 0.069
H 2.234 0.232 -2.707 0.069
H -1.359 -2.137 2.052 0.108
H -3.514 1.494 -0.365 0.159
N 0.036 1.160 -0.294 -0.048
N 1.360 -0.198 -2.418 -0.004
N -1.291 -0.484 0.364 0.074
N -1.736 0.517 -0.388 -0.033
N -2.953 0.758 0.046 -0.034
N -3.365 -0.012 1.043 0.116
O -2.228 -1.728 2.130 0.094

One value per record, in order, for molecular weight: 772.5 351.5 297.9 81.1 444.8 531.4 160.2 u.
One value per record, in order, for electronic energy: -2251.2811 -1403.4042 -1361.7459 -287.6660 -2834.1035 -1151.6932 -563.2496 Ha.